[1]
{
  "formula": "C7H11NO3",
  "method": "ωB97M-V with the def2-TZVPD basis set",
  "species": ["C", "C", "C", "C", "C", "C", "C", "H", "H", "H", "H", "H", "H", "H", "H", "H", "H", "H", "N", "O", "O", "O"],
  "xyz": [[0.5611, -1.3685, 0.2030], [1.6934, -0.2949, 0.1013], [0.8836, 0.9646, 0.1302], [-1.5142, 1.2455, 0.1252], [-2.6338, 0.3446, -0.2986], [-1.9400, -1.0271, -0.2969], [-0.4853, -0.7404, -0.6710], [0.3906, -0.4204, 1.8519], [0.8715, -2.3273, -0.1809], [2.3378, -0.3790, 0.9524], [3.1389, -0.7314, -1.2283], [-1.5546, 2.2829, -0.1551], [-1.4804, 1.1618, 1.2310], [-2.9782, 0.6753, -1.2731], [-3.5105, 0.3467, 0.3004], [-2.0354, -1.4722, 0.7599], [-2.2997, -1.8052, -1.0105], [-0.2979, -1.0575, -1.6940], [-0.3019, 0.6708, -0.4806], [0.2268, -1.3425, 1.5628], [2.3855, -0.1999, -1.1664], [1.1557, 2.0784, 0.6100]],
  "forces_ev_per_a": [[1.616, 1.222, -0.490], [0.822, -0.739, -1.536], [-0.290, 2.892, 0.450], [0.217, 0.432, 0.944], [0.347, -0.393, -1.598], [-0.428, -1.513, 0.683], [-0.837, -0.947, -0.098], [-0.304, -0.791, 0.259], [0.048, -0.583, 0.498], [0.709, -0.001, 0.348], [1.694, -1.413, 0.259], [-0.458, 0.387, 0.014], [0.479, 0.354, -0.326], [0.046, -0.333, -0.506], [-0.524, 0.194, 0.921], [0.368, 0.638, -1.550], [-0.296, 0.757, 0.578], [0.070, 0.243, -0.276], [-0.683, 0.741, 0.809], [-0.136, 0.128, 0.591], [-2.249, 1.075, 0.626], [-0.210, -2.347, -0.598]],
  "charge": 0,
  "gap_ev": 10.1,
  "smiles": "O=C1[C@H](O)[C@@H](O)[C@H]2CCCN12"
}

[2]
{
  "formula": "C7H11NO6",
  "method": "ωB97M-V with the def2-TZVPD basis set",
  "species": ["C", "C", "C", "C", "C", "C", "C", "N", "O", "O", "O", "O", "O", "O", "H", "H", "H", "H", "H", "H", "H", "H", "H", "H", "H"],
  "xyz": [[2.1480, -0.9279, 0.2949], [1.1745, -0.2138, 0.8796], [1.8300, -1.0371, -1.1402], [0.0909, 0.2327, -0.1987], [0.8529, 2.4604, -0.4678], [-0.7741, -2.1328, 0.1624], [-1.1880, -0.6546, -0.0560], [-0.1958, 1.5374, -0.1173], [1.2005, 0.2708, 2.1339], [2.3239, -1.7162, -2.0352], [0.7927, -0.1977, -1.4001], [3.2183, -1.5267, 0.7644], [-1.9299, -2.9487, 0.5202], [-1.9003, -0.5127, -1.2439], [0.7945, 2.9530, -1.4599], [0.8262, 3.2642, 0.2702], [1.8575, 2.1181, -0.4963], [-0.2056, -2.3488, -0.7399], [-0.0559, -2.2730, 0.9856], [-1.7426, -0.1113, 0.6540], [-1.0933, 1.5495, -0.6335], [0.7472, 1.0892, 2.0866], [3.1323, -1.3276, 1.7851], [-2.5803, -2.6780, -0.1479], [-1.4901, -0.7623, -2.0118]],
  "forces_ev_per_a": [[-1.857, 0.636, -1.266], [0.382, 0.754, -1.831], [0.605, -1.138, -1.782], [3.289, -4.661, 2.359], [-0.518, 2.519, -0.576], [-0.959, 0.546, 1.834], [2.755, -0.277, -1.346], [-1.790, 1.088, -0.912], [0.429, -1.551, 0.236], [-0.660, 1.376, 2.013], [-0.775, 0.112, -0.738], [0.711, 0.175, 4.166], [1.054, 1.018, -1.505], [-3.420, 1.229, 2.416], [-0.615, -0.412, 0.364], [0.138, 0.174, -0.121], [0.676, -1.250, 0.436], [-0.458, -0.934, -0.378], [-0.566, 0.205, -0.209], [-1.045, -0.216, 1.441], [0.659, 1.489, 0.168], [-1.009, 1.539, 0.294], [0.883, -0.848, -2.676], [-0.163, -0.406, 0.287], [2.252, -1.164, -2.675]],
  "charge": 0,
  "gap_ev": 9.3,
  "smiles": "CN[C@@]1([C@@H](O)CO)OC(=O)C(O)=C1O"
}

[3]
{
  "formula": "C7H11O7PY",
  "method": "ωB97M-V with the def2-TZVPD basis set",
  "species": ["Y", "C", "O", "C", "O", "C", "O", "C", "O", "H", "H", "C", "O", "P", "O", "C", "O", "C", "H", "H", "H", "H", "H", "H", "H", "H", "H"],
  "xyz": [[0.0082, -0.1631, -1.7021], [0.0206, 1.9542, -2.7942], [0.0481, 3.0475, -3.1583], [0.0675, -0.9951, -4.1233], [0.0580, -1.3865, -5.2057], [-2.3879, -0.2977, -2.0589], [-3.5309, -0.3944, -2.0795], [2.4388, -0.3273, -1.8867], [3.5853, -0.3963, -1.9240], [0.1086, -2.7028, -0.8218], [0.0745, -2.8752, -1.5795], [1.6692, -0.6291, 3.3825], [0.8286, 0.2577, 2.5663], [0.5370, -0.1074, 1.0101], [-1.1626, -0.1321, 0.7968], [-1.9926, -1.1546, 1.4012], [0.5460, 1.3786, 0.1093], [0.0950, 2.6608, 0.5927], [2.7102, -0.6076, 3.0177], [1.3260, -1.6757, 3.3376], [1.5874, -0.2220, 4.3987], [-1.9415, -2.0887, 0.8286], [-1.6869, -1.3139, 2.4426], [-3.0189, -0.7769, 1.3733], [-0.8527, 2.9398, 0.1186], [0.0186, 2.6246, 1.6727], [0.8463, 3.3834, 0.2857]],
  "forces_ev_per_a": [[0.044, -0.695, 2.706], [0.171, 6.567, -2.348], [-0.131, -4.958, 1.564], [-0.037, -1.962, -5.297], [0.061, 1.725, 4.704], [-6.126, -0.530, -0.287], [4.580, 0.417, 0.037], [6.052, -0.414, -0.373], [-4.751, 0.300, 0.182], [-0.012, -0.032, -0.689], [0.000, 0.205, 0.579], [0.969, -0.733, 0.543], [-0.927, -0.576, -3.310], [-1.353, 2.477, 1.987], [2.032, -0.034, -0.726], [-0.577, -0.532, 0.498], [0.626, -2.972, -0.309], [-0.282, 1.198, 0.019], [-0.474, 0.279, 0.264], [-0.168, 0.551, 0.109], [0.074, -0.220, -0.428], [0.087, 0.129, 0.202], [-0.149, 0.012, -0.281], [0.255, -0.040, 0.100], [0.052, -0.282, 0.292], [-0.116, 0.109, 0.082], [0.100, 0.012, 0.180]],
  "charge": 3,
  "gap_ev": 7.6
}

[4]
{
  "formula": "C7H11P",
  "method": "ωB97M-V with the def2-TZVPD basis set",
  "species": ["C", "C", "C", "C", "C", "C", "C", "P", "H", "H", "H", "H", "H", "H", "H", "H", "H", "H", "H"],
  "xyz": [[1.8238, 0.9046, -0.5290], [-1.4689, 0.5339, 0.2658], [-1.2193, -0.9400, -0.1751], [-0.5306, 1.6930, -0.2284], [0.2369, -1.5698, -0.2162], [0.7946, 1.2303, 0.3043], [1.3358, -1.0913, 0.6938], [2.8691, -0.2863, 0.3331], [1.9593, 1.0118, -1.5999], [-2.4808, 0.8401, -0.1176], [-1.4353, 0.6479, 1.2974], [-1.7671, -1.5285, 0.4842], [-1.5491, -1.1451, -1.2444], [-0.5845, 1.8030, -1.2755], [-0.8465, 2.5317, 0.2860], [0.0227, -2.6120, -0.0496], [0.5475, -1.5079, -1.2481], [1.0211, 1.0370, 1.3208], [1.2712, -1.5523, 1.6985]],
  "forces_ev_per_a": [[0.817, -0.718, 0.325], [-0.745, 0.421, -3.140], [1.409, 1.221, -1.899], [0.703, -3.021, 1.592], [-0.745, 1.493, -0.227], [0.511, 0.894, -3.410], [1.671, -1.028, 1.309], [-1.615, -0.766, 0.190], [-0.554, 0.764, 0.050], [0.618, -0.549, 0.642], [-0.287, -0.265, 2.055], [-1.288, -1.074, 0.991], [-0.204, 0.510, 1.410], [0.298, 0.243, -1.197], [-0.819, 2.004, 0.766], [0.386, -0.574, 0.319], [0.413, 0.218, -0.262], [-0.717, 0.426, 0.921], [0.149, -0.197, -0.437]],
  "charge": 0,
  "gap_ev": 8.2,
  "smiles": "C1=P\\C=C\\CCCC/1"
}